Record 1
The following is a DFT calculation (ωB97M-V/def2-TZVPD) of C45H46AsN5O5PRbS4 as an isolated structure.

XYZ file:
```
108
Properties=species:S:1:pos:R:3
Rb 0.152 0.259 -0.580
C -4.537 -3.228 -0.880
C -3.998 -3.265 0.498
N -4.472 -3.967 1.487
N -3.639 -3.666 2.525
C -2.664 -2.790 2.212
S -1.452 -2.191 3.205
N -2.906 -2.542 0.899
N -2.186 -1.622 0.135
H -5.448 -3.821 -0.916
H -3.812 -3.614 -1.599
H -4.749 -2.204 -1.189
H -3.752 -4.090 3.426
H -1.205 -1.887 0.254
H -2.399 -1.737 -0.876
O 0.357 -2.973 0.063
C 1.465 -2.888 0.557
C 2.209 -3.981 1.285
C 1.994 -5.317 1.587
C 3.013 -6.005 2.235
C 4.198 -5.352 2.578
C 4.394 -4.005 2.295
C 3.374 -3.319 1.647
P 3.047 -1.575 1.050
C 3.445 -1.356 -0.736
C 3.456 -2.432 -1.619
C 3.631 -2.238 -2.982
C 3.795 -0.959 -3.491
C 3.808 0.124 -2.624
C 3.642 -0.078 -1.261
C 4.832 -0.976 1.676
C 5.972 -0.642 0.945
C 7.128 -0.177 1.567
C 7.181 -0.048 2.947
C 6.063 -0.384 3.701
C 4.911 -0.827 3.065
H 1.068 -5.806 1.307
H 2.898 -7.058 2.466
H 4.983 -5.912 3.076
H 5.317 -3.510 2.575
H 3.297 -3.437 -1.242
H 3.601 -3.087 -3.653
H 3.881 -0.802 -4.558
H 3.916 1.131 -3.006
H 3.660 0.789 -0.606
H 5.964 -0.738 -0.135
H 7.991 0.090 0.967
H 8.078 0.320 3.430
H 6.085 -0.285 4.781
H 4.034 -1.071 3.663
S -2.218 -0.819 -5.897
C -1.792 -0.655 -4.269
S -0.537 0.429 -3.784
S -2.638 -1.615 -3.074
N 2.920 1.728 1.981
C 4.016 2.559 2.537
C 4.224 3.743 1.546
O 4.987 4.635 1.919
O 3.587 3.602 0.467
H 3.096 0.717 1.942
H 2.858 2.155 1.013
H 2.004 1.899 2.427
H 4.924 1.963 2.605
H 3.754 2.929 3.525
O -1.493 1.916 0.744
As -2.999 2.446 1.170
C -3.329 2.186 3.038
C -2.647 1.139 3.644
C -2.878 0.855 4.982
C -3.777 1.623 5.708
C -4.462 2.668 5.099
C -4.245 2.949 3.758
C -3.168 4.327 0.784
C -3.427 4.688 -0.535
C -3.448 6.027 -0.892
C -3.214 7.005 0.065
C -2.952 6.647 1.380
C -2.923 5.307 1.740
C -4.385 1.618 0.149
C -5.705 1.719 0.585
C -6.721 1.192 -0.194
C -6.415 0.577 -1.405
C -5.101 0.475 -1.834
C -4.072 0.991 -1.050
H -1.956 0.527 3.074
H -2.360 0.022 5.438
H -3.952 1.403 6.754
H -5.167 3.262 5.667
H -4.782 3.761 3.282
H -3.601 3.925 -1.285
H -3.636 6.304 -1.921
H -3.226 8.051 -0.217
H -2.754 7.408 2.124
H -2.692 5.029 2.761
H -5.939 2.194 1.531
H -7.748 1.256 0.143
H -7.210 0.166 -2.015
H -4.826 -0.028 -2.755
H -3.050 0.876 -1.399
C 0.205 4.755 3.744
C 0.435 4.054 2.421
O 0.321 2.640 2.601
H 0.272 5.838 3.622
H 0.954 4.447 4.475
H -0.779 4.500 4.145
H 1.424 4.298 2.021
H -0.294 4.385 1.676
H -0.301 2.307 1.914
```

As for the HOMO-LUMO gap: 0.150 hartree. Its total charge is -2. The LUMO energy comes out at 3.32 eV. As for the HOMO energy: -0.0281 Eh. Its spin multiplicity is 1. The value obtained for the strongest force on any atom is 0.0117 hartree/bohr. As for the molar mass: 1056.5 g mol⁻¹.

Record 2
The following is a DFT calculation (ωB97M-V/def2-TZVPD) of C45H46BrCl5N10O4Sr as an isolated structure.

XYZ file:
```
112
Properties=species:S:1:pos:R:3
Sr 0.925 -0.250 1.431
O -1.556 -3.092 3.949
C -0.601 -2.402 3.624
N -0.569 -1.071 3.329
C -1.490 -0.269 3.947
O -2.165 -0.533 4.928
C -1.639 1.109 3.335
C -2.751 1.870 3.677
C -2.908 3.126 3.123
C -1.932 3.607 2.261
C -0.846 2.795 1.987
N -0.704 1.569 2.491
C 0.744 -3.078 3.471
C 1.007 -4.217 4.223
C 2.247 -4.816 4.118
C 3.174 -4.279 3.237
C 2.823 -3.159 2.506
N 1.637 -2.551 2.621
H -3.459 1.457 4.382
H -3.771 3.732 3.369
H -1.999 4.592 1.821
H -0.042 3.134 1.340
H 0.232 -4.591 4.876
H 2.490 -5.690 4.710
H 4.158 -4.713 3.122
H 3.516 -2.704 1.812
C 3.780 -2.402 -3.317
C 4.192 -1.634 -2.090
C 5.298 -0.795 -2.084
C 5.639 -0.110 -0.935
C 4.836 -0.284 0.183
Br 5.359 0.556 1.792
N 3.757 -1.043 0.204
C 3.460 -1.718 -0.918
H 4.652 -2.784 -3.848
H 3.227 -1.758 -4.004
H 3.137 -3.242 -3.056
H 5.906 -0.688 -2.976
H 6.506 0.532 -0.890
H 2.586 -2.355 -0.859
Cl 3.908 5.612 5.445
C 3.388 4.481 4.250
C 3.206 3.139 4.569
Cl 3.490 2.597 6.182
C 2.796 2.232 3.604
Cl 2.517 0.580 4.019
C 2.564 2.598 2.256
O 2.222 1.755 1.350
C 2.727 3.978 1.986
Cl 2.369 4.505 0.370
C 3.131 4.894 2.945
Cl 3.314 6.557 2.524
C 0.818 -0.114 -3.722
C 0.889 -0.565 -2.414
N 1.103 0.249 -1.375
C 1.273 1.548 -1.631
C 1.190 2.101 -2.907
C 0.963 1.239 -3.972
C 1.450 3.545 -3.063
C 0.852 4.469 -3.815
C -0.343 4.400 -4.674
C -0.791 5.568 -5.284
C -1.924 5.493 -6.066
N -2.595 4.356 -6.247
C -2.089 3.298 -5.619
N -1.011 3.254 -4.847
H 0.658 -0.817 -4.528
H 0.793 -1.618 -2.175
H 1.514 2.172 -0.775
H 0.919 1.624 -4.981
H 2.271 3.902 -2.448
H 1.266 5.471 -3.754
H -0.266 6.504 -5.146
H -2.318 6.370 -6.568
H -2.624 2.363 -5.747
C -2.902 0.948 -2.384
C -3.326 1.407 -0.992
N -3.682 0.320 -0.092
C -5.092 0.178 0.251
C -5.919 -0.477 -0.850
C -2.702 -0.468 0.430
C -3.108 -1.603 1.333
N -1.448 -0.297 0.183
H -2.657 1.810 -3.003
H -3.702 0.382 -2.864
H -2.018 0.309 -2.341
H -4.196 2.059 -1.067
H -2.528 2.004 -0.535
H -5.486 1.176 0.461
H -5.183 -0.388 1.173
H -5.892 0.115 -1.766
H -6.960 -0.565 -0.536
H -5.538 -1.474 -1.076
H -3.920 -2.189 0.899
H -3.435 -1.236 2.307
H -2.250 -2.245 1.501
H -1.295 0.480 -0.459
C -1.907 -5.518 0.492
N -0.596 -4.910 0.315
C 0.491 -5.476 1.095
C -0.383 -3.836 -0.475
C -1.576 -3.307 -1.242
O 0.733 -3.323 -0.594
H -1.764 -6.505 0.925
H -2.424 -5.642 -0.458
H -2.537 -4.939 1.173
H 0.735 -6.479 0.738
H 0.198 -5.531 2.143
H 1.365 -4.841 0.998
H -2.498 -3.360 -0.668
H -1.699 -3.896 -2.154
H -1.384 -2.272 -1.498
```

As for the HOMO-LUMO gap: 0.255 hartree. The LUMO energy comes out at -0.49 eV. As for the HOMO energy: -0.2729 Eh. Its spin multiplicity is 1. The value obtained for the strongest force on any atom is 0.0122 hartree/bohr. As for the molar mass: 1135.7 g mol⁻¹.

Record 3
The following is a DFT calculation (ωB97M-V/def2-TZVPD) of C45H46Cl2FLuN12O11S as an isolated structure in a non-equilibrium geometry.

XYZ file:
```
119
Properties=species:S:1:pos:R:3
Lu -13.809 -0.047 25.477
C -17.241 2.137 23.693
C -16.011 2.057 24.521
O -15.237 1.052 24.396
C -15.819 3.084 25.455
C -14.774 3.148 26.378
C -14.486 4.383 27.149
N -13.982 2.055 26.665
N -13.162 2.139 27.727
C -12.295 1.092 27.790
O -12.121 0.295 26.834
C -11.537 0.826 29.051
C -11.457 1.801 30.035
C -10.682 1.686 31.189
C -9.915 0.527 31.340
C -9.935 -0.435 30.313
C -10.754 -0.338 29.157
H -16.979 1.990 22.643
H -17.616 3.151 23.830
H -17.994 1.458 24.063
H -16.525 3.876 25.509
H -13.841 5.028 26.575
H -14.001 4.157 28.121
H -15.401 4.945 27.271
H -12.058 2.683 29.879
H -10.662 2.466 31.972
H -9.236 0.406 32.190
H -9.262 -1.356 30.449
H -10.784 -1.122 28.394
O -8.676 -4.418 25.872
C -8.100 -3.634 25.278
Cl -20.569 -3.161 23.068
C -21.483 -2.198 24.204
Cl -21.261 -0.449 23.997
H -21.119 -2.442 25.259
H -22.561 -2.308 24.070
O -12.497 -3.684 23.604
C -13.192 -2.812 24.012
N -13.867 -1.891 24.456
F -9.049 -2.542 22.036
C -8.794 -1.226 22.177
C -9.742 -0.414 22.746
N -9.487 0.944 22.690
C -10.424 1.887 23.233
C -11.911 1.381 23.150
O -12.636 1.749 22.208
O -12.286 0.622 24.143
C -8.359 1.545 22.164
O -8.265 2.740 21.926
N -7.370 0.638 21.844
C -7.487 -0.745 21.633
O -6.590 -1.456 21.165
H -10.732 -0.715 23.116
H -10.344 2.757 22.618
H -10.164 2.084 24.281
H -6.509 1.091 21.454
N -18.010 -1.257 17.307
C -18.531 -0.645 16.125
C -19.595 -0.946 15.253
C -19.898 -0.014 14.260
C -19.123 1.198 14.146
C -17.998 1.397 14.885
C -17.757 0.512 15.952
N -16.850 0.648 16.995
C -17.048 -0.403 17.811
C -16.391 -0.628 19.089
C -15.518 0.360 19.605
C -14.795 0.077 20.726
N -14.907 -1.070 21.387
C -15.759 -1.982 21.001
C -16.521 -1.841 19.839
H -18.363 -2.131 17.701
H -20.183 -1.886 15.349
H -20.703 -0.218 13.566
H -19.452 2.022 13.505
H -17.343 2.304 14.915
H -15.448 1.327 19.167
H -14.085 0.809 21.153
H -15.868 -2.874 21.623
H -17.228 -2.635 19.495
C -13.118 -7.280 23.481
N -13.282 -6.938 24.942
C -12.473 -7.436 26.084
C -13.181 -6.849 27.298
N -14.063 -5.886 26.689
C -14.248 -6.028 25.349
S -15.332 -5.128 24.387
H -13.579 -8.270 23.292
H -12.058 -7.271 23.200
H -13.618 -6.494 22.901
H -11.487 -6.937 26.036
H -12.299 -8.504 26.081
H -12.442 -6.409 27.963
H -13.729 -7.613 27.880
H -14.752 -5.403 27.256
C -15.871 0.478 29.957
C -16.971 -0.410 29.330
C -16.486 -1.679 28.654
C -17.704 -2.265 27.911
C -17.569 -3.662 27.220
C -15.963 -2.671 29.750
O -16.591 -2.967 30.778
N -14.751 -3.298 29.466
C -13.625 -2.727 28.769
O -12.469 -3.167 28.961
N -13.981 -1.729 27.909
C -15.295 -1.398 27.680
O -15.642 -0.800 26.605
H -15.990 1.509 29.633
H -14.854 0.174 29.655
H -15.896 0.368 31.044
H -17.509 0.162 28.559
H -17.708 -0.719 30.093
H -18.005 -1.479 27.175
H -18.541 -2.300 28.625
H -16.635 -3.860 26.710
H -18.355 -3.761 26.427
H -17.782 -4.455 27.974
H -14.532 -4.039 30.100
```

As for the HOMO-LUMO gap: 0.180 hartree. Its total charge is -2. The LUMO energy comes out at 3.31 eV. As for the HOMO energy: -0.0585 Eh. Its spin multiplicity is 1. The value obtained for the strongest force on any atom is 0.0958 hartree/bohr. As for the molar mass: 1227.9 g mol⁻¹.

> The lowest LUMO energy belongs to which entry?

C45H46BrCl5N10O4Sr

> The highest HOMO belongs to which entry?

C45H46AsN5O5PRbS4